Here is an isolated molecule of CH4IN4P at a distorted geometry from the Open Molecules 2025 dataset. Energies are from the ωB97M-V functional and the def2-TZVPD basis.

The calculation puts the highest occupied orbital energy (spin up / spin down) at -7.391 / -9.246 eV. As for the charge: 0. As for the orbital gap (spin up / spin down): 7.641 / 6.655 eV. As for the multiplicity: 3.

Each line ends with the Löwdin spin population.
CARTESIAN COORDINATES (ANGSTROEM)
C -0.628 -0.390 0.791  0.027
N -0.219 -1.797 0.693  0.104
N -0.543 -2.140 -0.467  -0.028
N -1.030 -1.035 -1.160  0.201
N -1.189 0.057 -0.378  0.493
P 1.462 0.351 0.893  0.345
I -3.506 0.202 0.127  0.795
H -0.996 -0.079 1.824  0.024
H -1.411 -1.177 -2.089  0.008
H 1.449 0.178 2.292  0.022
H 0.868 1.803 0.996  0.009

---

Here is C16H13N9O2PRe as an isolated structure at a distorted geometry from the Open Molecules 2025 dataset. Energies are from the ωB97M-V functional and the def2-TZVPD basis.

The calculation puts the highest occupied orbital energy (spin up / spin down) at -12.611 / -12.646 eV. As for the charge: +1. As for the orbital gap (spin up / spin down): 5.857 / 6.393 eV. As for the multiplicity: 2.

Each line ends with the Löwdin spin population.
CARTESIAN COORDINATES (ANGSTROEM)
Re 1.042 0.093 -1.851  0.925
O 4.711 -0.973 -0.627  0.001
C 3.532 -0.813 -0.570  0.008
O 2.717 -0.725 -1.586  0.015
C 2.808 -0.699 0.814  0.002
P 1.017 -0.459 0.505  -0.007
C 0.220 -2.043 0.856  -0.001
C 0.662 -3.114 0.071  0.002
C 0.088 -4.358 0.225  0.001
C -0.945 -4.540 1.132  -0.001
C -1.368 -3.484 1.922  0.001
C -0.786 -2.233 1.797  -0.002
C 0.362 1.067 1.225  0.000
C -0.978 1.198 1.587  -0.001
C -1.464 2.442 1.948  0.000
C -0.637 3.553 1.931  -0.002
C 0.686 3.433 1.531  0.001
C 1.185 2.198 1.164  0.001
H 3.251 0.122 1.386  0.000
H 2.965 -1.619 1.387  0.000
H 1.444 -2.968 -0.664  0.002
H 0.436 -5.185 -0.372  0.000
H -1.419 -5.506 1.215  0.000
H -2.158 -3.636 2.639  0.000
H -1.098 -1.428 2.442  0.000
H -1.636 0.345 1.567  0.000
H -2.498 2.543 2.235  0.000
H -1.031 4.521 2.199  0.000
H 1.320 4.306 1.490  0.000
H 2.209 2.107 0.826  0.001
N -2.064 1.785 -2.591  -0.019
C -2.091 0.528 -2.085  0.009
N -3.149 -0.167 -1.717  0.006
N -2.695 -1.304 -1.263  0.007
N -1.432 -1.366 -1.312  0.010
N -0.958 -0.217 -1.830  0.021
C -0.878 2.399 -2.825  -0.004
N -0.656 3.598 -3.324  0.011
N 0.640 3.755 -3.329  -0.009
N 1.243 2.745 -2.864  0.021
N 0.335 1.819 -2.520  -0.001
H -2.929 2.281 -2.767  0.000

---

For reference, ΔE to the lowest compared entry with this formula, charge and spin by record: 0.0 0.0 kcal/mol.
For reference, total energy by record: -898.37615 -1680.07187 Eh.